Record 1
C5H3F3 | ωB97M-V with the def2-TZVPD basis set

Element x y z (Å)
C  -2.963  -0.306  0.048
C  1.503  1.532  0.487
C  -3.225  -0.076  1.221
C  0.364  1.122  1.067
C  0.971  0.254  0.019
F  -3.330  -0.152  2.493
F  -0.577  1.323  1.980
F  0.339  0.151  -1.189
H  -2.777  -0.217  -0.895
H  2.194  2.229  0.285
H  1.374  -0.822  0.259

Force components x, y, z for each atom (eV/Å):
-1.67 0.64 7.57
-4.44 -2.10 1.79
1.00 -1.26 -2.45
2.57 0.26 -1.34
-0.62 -2.75 2.02
-0.25 0.31 0.02
0.68 -0.08 -0.74
-0.23 0.19 -0.79
0.96 0.31 -5.16
2.39 2.26 -0.44
-0.37 2.21 -0.47

## Properties
Lowest unoccupied orbital energy, eV: 0.776
Kohn-Sham gap, eV: 11.20
Total charge: 0
SMILES: FC1=C[C@@H]1F.C#CF
ΔE to the lowest compared entry with this formula, charge and spin, kJ/mol: 485.80
Largest force on an atom, eV/Å: 7.8

Here are the Löwdin charges for atoms 1 to 6, given in e: 0.138, 0.121, -0.218, -0.158, -0.283, 0.120

***

Record 2
C3H7N3O | ωB97M-V with the def2-TZVPD basis set

Element x y z (Å)
C  -1.754  0.268  0.318
C  -1.596  -1.059  0.311
C  -0.538  0.938  -0.176
N  -0.365  -1.528  -0.310
N  0.467  -0.409  -0.558
N  2.626  0.072  0.150
O  1.466  -0.595  0.500
H  -2.670  0.672  0.630
H  -2.325  -1.880  0.687
H  -0.557  1.413  -1.178
H  0.126  1.578  0.466
H  -0.013  -2.330  0.167
H  2.686  -0.307  -0.776
H  2.581  1.098  0.156

Force components x, y, z for each atom (eV/Å):
0.75 6.43 -0.60
0.49 -10.65 0.37
2.18 -1.71 -0.88
-3.34 2.97 0.54
-0.97 0.52 1.26
0.65 -0.79 -0.15
-0.96 1.09 0.90
-0.84 1.06 -0.01
1.54 1.75 -0.77
-0.49 0.12 0.50
-0.56 -0.70 -0.16
1.14 -0.33 -0.07
1.16 0.69 -0.89
-0.74 -0.45 -0.05

## Properties
2S+1: 3
Lowest unoccupied orbital energy (spin up / spin down), eV: 1.103 / -1.476
Kohn-Sham gap (spin up / spin down), eV: 5.55 / 7.74
Total charge: 0
ΔE to the lowest compared entry with this formula, charge and spin, kJ/mol: 447.14
Largest force on an atom, eV/Å: 10.7

Here are the Löwdin charges for atoms 1 to 6, given in e: -0.148, -0.195, -0.055, 0.021, -0.075, 0.008

***

Record 3
C12H10Cl2N5O7P2PtS | ωB97M-V with the def2-TZVPD basis set

Element x y z (Å)
Pt  -0.310  0.410  0.081
Cl  2.448  0.330  -3.177
C  2.494  -1.164  -2.316
C  2.753  -2.315  -3.042
C  2.806  -3.537  -2.393
C  2.613  -3.619  -1.023
C  2.360  -2.463  -0.309
Cl  2.165  -2.615  1.407
C  2.280  -1.209  -0.930
S  1.984  0.257  -0.022
H  2.916  -2.243  -4.108
H  3.008  -4.436  -2.959
H  2.666  -4.567  -0.507
O  -4.556  1.104  -0.832
P  -3.003  0.928  -0.965
O  -2.440  0.701  0.436
O  -2.369  1.962  -1.797
O  -2.802  -0.581  -1.659
P  -1.337  -1.198  -1.620
O  -1.427  -2.527  -2.420
O  -0.348  -0.091  -1.996
O  -0.900  -1.551  -0.184
H  -4.986  1.444  -1.626
H  -1.744  -2.479  -3.333
N  -0.136  4.474  0.539
C  -0.082  3.474  -0.334
N  -0.039  2.363  0.377
C  -0.115  2.749  1.681
N  -0.164  4.042  1.820
C  -0.213  1.671  2.657
C  -0.261  1.779  4.033
N  -0.395  0.704  4.804
C  -0.495  -0.475  4.210
C  -0.454  -0.626  2.826
N  -0.298  0.456  2.078
H  -0.170  5.464  0.345
H  -0.093  3.553  -1.409
H  -0.197  2.749  4.509
H  -0.613  -1.345  4.842
H  -0.548  -1.575  2.318

Force components x, y, z for each atom (eV/Å):
-0.31 -0.96 -0.08
0.11 -0.01 -0.02
-0.01 0.03 -0.07
0.00 -0.02 0.01
-0.01 0.01 -0.01
0.01 0.02 -0.02
0.00 -0.01 0.08
-0.07 0.03 -0.02
-0.07 -0.05 -0.01
0.28 -0.12 0.05
0.01 0.00 0.00
0.00 0.00 0.00
0.00 0.00 0.00
-0.14 -0.61 0.19
-0.09 0.75 -0.39
0.29 0.05 -0.01
0.03 -0.04 -0.02
0.19 -0.16 -0.15
-0.74 -0.13 0.17
0.34 0.30 -0.28
-0.13 0.28 0.23
0.28 0.23 0.29
0.07 0.09 -0.01
-0.08 -0.02 0.04
0.01 0.05 0.06
0.05 -0.05 -0.01
-0.13 0.04 -0.23
0.04 0.03 0.11
0.00 -0.02 -0.07
0.04 -0.02 -0.04
-0.01 0.02 0.02
0.00 0.00 -0.06
-0.01 -0.05 0.07
0.03 0.04 -0.05
0.01 0.35 0.24
0.00 0.00 0.00
-0.02 -0.02 0.00
0.01 -0.01 0.01
0.00 0.00 -0.01
0.02 -0.03 0.00

## Properties
Lowest unoccupied orbital energy, eV: -4.444
Kohn-Sham gap, eV: 7.39
Total charge: +1
ΔE to the lowest compared entry with this formula, charge and spin, kJ/mol: 0.00
Largest force on an atom, eV/Å: 1.0

Here are the Löwdin charges for atoms 1 to 6, given in e: 1.316, 0.721, -0.680, -0.095, -0.045, -0.095

***

Record 4
C29H26CrN9OS2 | ωB97M-V with the def2-TZVPD basis set

Element x y z (Å)
Cr  -1.777  -0.782  0.500
S  -2.453  0.562  2.337
C  -3.949  -0.118  1.807
C  -5.216  0.160  2.316
C  -6.304  -0.462  1.729
C  -6.093  -1.344  0.667
C  -4.801  -1.579  0.237
N  -3.749  -0.981  0.792
H  -5.317  0.838  3.148
H  -7.307  -0.263  2.076
H  -6.921  -1.844  0.192
H  -4.587  -2.261  -0.574
N  -1.508  -3.768  -2.564
C  -1.776  -2.469  -2.359
N  -1.679  -2.215  -1.065
C  -1.353  -3.422  -0.510
N  -1.243  -4.370  -1.413
C  -1.189  -3.535  0.916
C  -0.890  -4.744  1.549
N  -0.758  -4.819  2.855
C  -0.937  -3.708  3.552
C  -1.239  -2.495  2.940
N  -1.364  -2.391  1.614
H  -1.491  -4.290  -3.432
H  -2.028  -1.764  -3.126
H  -0.757  -5.648  0.973
H  -0.832  -3.788  4.627
H  -1.381  -1.591  3.517
C  3.855  2.173  -2.455
C  2.403  1.839  -2.427
C  1.859  0.924  -3.325
C  0.504  0.645  -3.321
C  -0.315  1.295  -2.412
C  0.205  2.196  -1.493
C  1.559  2.467  -1.512
S  -2.060  0.853  -2.293
C  -2.849  2.434  -2.733
O  -2.228  0.749  -0.783
H  4.420  1.449  -3.035
H  4.269  2.220  -1.450
H  3.990  3.152  -2.915
H  2.500  0.436  -4.042
H  0.087  -0.050  -4.038
H  -0.450  2.661  -0.768
H  1.973  3.178  -0.814
H  -2.420  3.270  -2.192
H  -3.908  2.350  -2.505
H  -2.721  2.564  -3.803
N  7.075  4.661  2.831
C  6.293  3.874  2.552
C  5.298  2.935  2.182
C  3.981  3.127  2.597
C  2.987  2.276  2.160
C  3.297  1.206  1.323
C  4.627  0.969  0.974
C  5.621  1.835  1.388
N  2.265  0.385  0.809
C  2.408  -0.563  -0.167
C  1.167  -1.062  -0.413
N  0.257  -0.439  0.394
C  0.953  0.428  1.111
H  3.738  3.949  3.249
H  1.972  2.463  2.465
H  4.904  0.113  0.381
H  6.645  1.669  1.094
H  3.344  -0.817  -0.617
H  0.886  -1.815  -1.124
H  0.509  1.093  1.824

Force components x, y, z for each atom (eV/Å):
-0.61 2.09 -0.55
0.79 -0.24 -0.35
-0.20 0.07 0.12
-0.10 -0.21 -0.11
0.33 0.08 -0.03
0.30 -0.05 -0.06
-0.54 -0.34 -0.23
-0.17 0.35 0.41
-0.03 0.07 0.02
-0.02 0.00 0.06
-0.04 -0.06 -0.08
-0.06 -0.06 -0.06
-0.14 0.76 0.10
0.02 -0.17 -0.06
0.16 -0.01 0.13
-0.11 -0.07 -1.38
0.21 -0.72 0.83
0.15 -0.43 0.62
-0.09 0.46 -0.53
0.03 -0.18 0.44
0.03 0.09 -0.12
0.01 0.28 0.30
0.01 -1.45 0.44
-0.03 0.07 0.11
-0.04 0.03 -0.17
0.00 -0.04 -0.12
-0.04 0.15 0.00
-0.01 -0.04 -0.05
0.14 0.07 -0.05
-0.18 -0.17 -0.16
0.03 0.17 0.01
-0.26 0.11 -0.05
-0.45 -0.29 -0.27
-0.12 0.07 -0.01
-0.16 -0.06 -0.07
1.01 1.18 -0.51
0.02 -0.53 0.19
-0.46 -0.71 0.96
0.08 -0.05 -0.07
0.04 0.06 0.05
0.10 0.04 0.00
0.10 -0.07 -0.09
-0.01 -0.08 -0.05
0.02 0.08 0.05
0.06 0.13 0.13
0.22 -0.08 0.15
-0.08 -0.13 0.04
0.10 -0.04 -0.14
0.42 0.37 0.15
0.14 0.09 0.09
-0.51 -0.50 -0.18
0.15 -0.08 -0.11
-0.02 -0.25 -0.23
0.73 0.64 0.43
-0.35 -0.08 0.01
-0.15 0.17 0.14
-0.56 -0.34 0.01
-0.32 -0.49 -0.36
0.53 -0.16 -0.19
0.04 0.20 0.20
-0.23 0.16 0.21
-0.02 0.15 0.04
-0.16 0.07 0.07
0.02 -0.06 -0.09
0.07 -0.03 -0.02
0.16 0.02 -0.05
0.03 -0.07 -0.06
0.03 0.10 0.17

## Properties
2S+1: 2
Lowest unoccupied orbital energy (spin up / spin down), eV: -7.252 / -6.722
Kohn-Sham gap (spin up / spin down), eV: 6.41 / 7.02
Total charge: +2
ΔE to the lowest compared entry with this formula, charge and spin, kJ/mol: 22.18
Largest force on an atom, eV/Å: 2.2

Here are the Löwdin charges for atoms 1 to 6, given in e: 0.599, 0.770, -0.692, -0.042, -0.014, -0.025